This record from the OMol25 dataset describes a single C4H3NOS molecule. The level of theory is the ωB97M-V functional and the def2-TZVPD basis.

```
! wB97M-V def2-TZVPD RIJCOSX def2/J DEFGRID3
* xyz 0 1
C 1.749 -0.531 1.990
C 1.084 -0.290 0.985
C 0.084 -0.127 -0.049
C -1.340 0.111 0.383
O -1.917 -0.324 1.382
N 0.416 -0.052 -1.306
S -0.643 0.412 -2.445
H 2.235 -0.539 3.080
H -1.878 0.687 -0.549
H 0.212 0.654 -3.469
*
```

Its SMILES is C#C/C(C=O)=N/S.

***

This record from the OMol25 dataset describes a single C4H3NOS2 molecule. The level of theory is the ωB97M-V functional and the def2-TZVPD basis.

```
! wB97M-V def2-TZVPD RIJCOSX def2/J DEFGRID3
* xyz 0 1
S -0.806 -0.039 -2.418
C -0.424 0.362 -0.890
O -0.656 1.600 -0.413
C -0.232 1.675 0.909
C 0.279 0.527 1.342
C 0.212 -0.413 0.234
N 0.632 -1.623 0.311
S 0.629 -2.817 -0.834
H -0.384 2.633 1.360
H 0.672 0.311 2.303
H 0.077 -2.216 -1.903
*
```

Its SMILES is S=C1OC=C/C1=N/S.

***

This record from the OMol25 dataset describes a single C4H3NS molecule. The level of theory is the ωB97M-V functional and the def2-TZVPD basis.

```
! wB97M-V def2-TZVPD RIJCOSX def2/J DEFGRID3
* xyz 0 1
C -1.040 -0.191 -0.045
C -0.300 -1.294 0.070
C -0.444 1.088 0.002
C 1.695 0.223 0.070
N 0.899 1.216 0.073
S 3.096 -0.462 0.005
H -2.203 -0.341 -0.139
H -0.774 -2.272 0.060
H -0.929 2.033 -0.095
*
```

***

This record from the OMol25 dataset describes a molecular structure, C4H3NS. The level of theory is the ωB97M-V functional and the def2-TZVPD basis.

```
! wB97M-V def2-TZVPD RIJCOSX def2/J DEFGRID3
* xyz 0 1
C 0.173 0.289 -0.721
C -0.877 -0.487 -0.010
C 1.372 0.319 0.031
C 0.119 -0.793 0.903
N 1.171 -0.305 1.260
S -2.821 0.588 0.855
H 0.075 0.633 -1.665
H -1.471 -1.267 -0.543
H 2.259 1.022 -0.109
*
```

***

This record from the OMol25 dataset describes a molecular structure, C4H3NaO5. The level of theory is the ωB97M-V functional and the def2-TZVPD basis.

```
! wB97M-V def2-TZVPD RIJCOSX def2/J DEFGRID3
* xyz 0 1
C 1.191 0.361 0.128
C 0.062 1.064 0.163
O -1.136 0.338 -0.020
C -1.985 0.191 0.988
O -1.751 0.309 2.164
O -3.087 -0.355 0.483
H 1.834 0.582 0.992
H -0.108 2.136 0.282
H -3.649 -0.681 1.199
O 3.282 0.339 -2.501
O 2.099 -1.495 -1.811
C 2.483 -0.371 -2.004
Na 0.764 -2.419 -0.062
*
```

***

This record from the OMol25 dataset describes 2 unconnected molecules or ions with the total composition C4H3O2S. The level of theory is the ωB97M-V functional and the def2-TZVPD basis.

```
! wB97M-V def2-TZVPD RIJCOSX def2/J DEFGRID3
* xyz -1 1
C -1.260 0.717 -0.375
C 3.339 -0.343 0.086
C -0.548 -0.358 -0.109
C 0.381 -1.280 0.011
O 0.815 -2.412 -0.022
O 2.140 0.080 0.193
S 4.751 0.445 -0.220
H -1.582 1.033 -1.398
H -1.919 1.115 0.384
H 3.394 -1.520 0.248
*
```

***

This record from the OMol25 dataset describes a gas-phase ion, C4H3O2S (charge -1). The level of theory is the ωB97M-V functional and the def2-TZVPD basis.

```
! wB97M-V def2-TZVPD RIJCOSX def2/J DEFGRID3
* xyz -1 1
O 0.859 2.091 0.500
C 0.182 1.429 -0.195
C -0.725 0.841 -0.945
C -1.040 -0.395 -0.094
O -2.183 -0.651 0.275
C 0.088 -0.990 0.383
S 1.774 -0.981 -0.208
H -1.329 1.231 -1.647
H 0.015 -1.835 0.918
H 2.358 -0.740 1.012
*
```

Its SMILES is O=C=C/C([O-])=C\S.

***

This record from the OMol25 dataset describes 2 unconnected molecules or ions with the total composition C4H3O3. The level of theory is the ωB97M-V functional and the def2-TZVPD basis.

```
! wB97M-V def2-TZVPD RIJCOSX def2/J DEFGRID3
* xyz -1 1
C 0.768 0.670 -0.671
C 1.965 0.958 -0.012
C -0.550 0.744 -0.723
C -1.190 -1.145 0.440
O -1.486 1.262 -1.291
O 2.674 1.874 0.291
O 1.704 -0.253 0.342
H -0.294 -1.546 1.079
H -1.455 -1.572 -0.435
H -2.136 -0.992 0.981
*
```

***

Record-wise ΔE to the lowest compared entry with this formula, charge and spin values, in kcal per mole: 73.4, 33.6, 70.3, 136.4, 70.9, 44.8, 36.2, 81.7